Formula: C2H8BrNSi
Source: OMol25
Level of theory: ωB97M-V/def2-TZVPD

Last column: natural (NBO) charge in e.
Element x y z (Å)
C1 0.857 -0.744 1.164  -0.47
C2 1.788 0.282 -0.647  -0.49
N1 0.671 0.123 0.198  -0.26
Si1 -2.482 0.587 -0.858  0.73
Br1 -3.455 -0.529 0.803  -0.35
H1 1.361 -0.288 2.173  0.22
H2 -0.100 -1.132 1.558  0.21
H3 1.458 -1.612 0.798  0.18
H4 2.774 0.354 -0.136  0.20
H5 1.878 -0.551 -1.358  0.21
H6 1.484 1.106 -1.343  0.21
H7 -2.958 1.994 -0.385  -0.18
H8 -3.278 0.409 -1.968  -0.22

Calculated total energy ... -2999.1215 Eh
E_LUMO (alpha / beta) ... -1.3 / -0.5 eV
Orbital gap (alpha / beta) ... 7.93 / 7.66 eV
Total charge ... 0
Energy relative to the best compared isomer or geometry (same formula, charge and spin) ... 96.91 kcal per mole
Maximum force ... 5.96 eV/A

Formula: C2H8Cl2Si2
Source: OMol25
Level of theory: ωB97M-V/def2-TZVPD

Last column: natural (NBO) charge in e.
Element x y z (Å)
C1 -1.533 0.189 -0.721  -0.99
C2 1.811 2.385 -0.687  -0.50
Si1 -1.474 -1.288 0.599  0.62
Si2 0.847 -1.370 0.905  0.73
Cl1 1.350 -1.959 2.751  -0.38
Cl2 1.804 -2.880 -0.156  -0.40
H1 -1.177 0.958 -0.175  0.23
H2 -0.739 -0.105 -1.479  0.24
H3 -2.558 0.236 -1.036  0.24
H4 2.064 1.375 -0.667  0.16
H5 1.252 2.873 -1.512  0.17
H6 2.347 3.045 0.022  0.17
H7 -2.164 -0.846 1.893  -0.12
H8 -1.832 -2.613 0.262  -0.14

Calculated total energy ... -1580.3078 Eh
E_LUMO (alpha / beta) ... -1.4 / -0.1 eV
Orbital gap (alpha / beta) ... 7.74 / 7.67 eV
Total charge ... 0
Energy relative to the best compared isomer or geometry (same formula, charge and spin) ... 109.30 kcal per mole
Maximum force ... 5.14 eV/A

Formula: C2H8Cl2Si2
Source: OMol25
Level of theory: ωB97M-V/def2-TZVPD

Last column: natural (NBO) charge in e.
Element x y z (Å)
C1 -1.299 -1.900 0.299  -0.60
C2 -0.938 -0.613 -0.423  -0.83
Si1 0.864 0.061 -0.156  1.10
Si2 1.076 2.382 0.053  0.35
Cl1 2.169 -0.669 -1.636  -0.39
Cl2 1.814 -0.720 1.526  -0.40
H1 -0.817 -2.721 -0.068  0.21
H2 -1.107 -1.903 1.474  0.21
H3 -2.374 -2.034 0.168  0.21
H4 -1.351 0.272 0.170  0.22
H5 -1.198 -0.689 -1.450  0.25
H6 0.204 2.500 -1.237  -0.13
H7 2.457 3.016 0.011  -0.09
H8 0.498 3.018 1.268  -0.11

Calculated total energy ... -1580.4255 Eh
E_LUMO ... 0.7 eV
Orbital gap ... 10.50 eV
Total charge ... 0
SMILES string ... CC[Si]([SiH3])(Cl)Cl
Energy relative to the best compared isomer or geometry (same formula, charge and spin) ... 35.48 kcal per mole
Maximum force ... 4.07 eV/A

Formula: C2H8Cl2Si2
Source: OMol25
Level of theory: ωB97M-V/def2-TZVPD

Last column: natural (NBO) charge in e.
Element x y z (Å)
C1 -0.691 -0.519 -1.906  -1.11
C2 1.660 0.048 2.459  -1.17
Si1 -2.106 0.409 -1.068  1.10
Si2 2.095 -0.842 0.685  0.93
Cl1 3.098 0.599 -0.362  -0.46
Cl2 -1.589 0.692 0.828  -0.37
H1 0.247 -0.238 -1.384  0.23
H2 -0.892 -1.603 -1.869  0.25
H3 -0.574 -0.285 -2.995  0.25
H4 2.058 -0.585 3.210  0.23
H5 1.898 1.064 2.800  0.24
H6 0.555 0.006 2.412  0.23
H7 -3.336 -0.377 -0.886  -0.18
H8 -2.423 1.632 -1.924  -0.17

Calculated total energy ... -1580.3940 Eh
E_LUMO ... -0.5 eV
Orbital gap ... 8.14 eV
Total charge ... 0
Energy relative to the best compared isomer or geometry (same formula, charge and spin) ... 55.24 kcal per mole
Maximum force ... 2.46 eV/A

Formula: C2H8F3N2O8P2S3
Source: OMol25
Level of theory: ωB97M-V/def2-TZVPD

Last column: natural (NBO) charge in e.
Element x y z (Å)
C1 0.660 -2.686 0.634  -0.94
P1 -0.449 -1.885 -0.598  0.91
C2 0.136 -0.200 -0.952  -0.94
N1 -2.084 -1.936 0.071  -1.33
P2 -3.140 -3.263 -0.363  1.50
O1 -3.258 -3.173 -1.971  -0.99
O2 -2.140 -4.536 -0.178  -0.99
S1 -2.735 -0.570 0.670  2.58
O3 -1.962 -0.078 1.716  -0.92
O4 -3.087 0.333 -0.341  -0.92
F1 -4.051 -1.094 1.286  -0.48
H1 1.197 -1.945 1.217  0.24
H2 0.062 -3.303 1.290  0.23
H3 1.336 -3.323 0.079  0.24
H4 -0.117 0.563 -0.229  0.27
H5 -0.176 0.056 -1.954  0.24
H6 1.219 -0.274 -0.974  0.27
H7 -2.877 -2.335 -2.287  0.51
H8 -2.112 -4.751 0.771  0.50
N2 2.267 4.402 0.827  -1.21
S2 1.473 3.383 -0.084  2.51
O5 1.731 1.997 0.161  -0.96
O6 1.262 3.774 -1.439  -0.94
F2 0.035 3.585 0.563  -0.51
S3 3.816 4.455 0.546  2.51
O7 4.519 5.127 1.587  -0.95
O8 4.206 4.736 -0.798  -0.94
F3 4.269 2.938 0.749  -0.52

Calculated total energy ... -2969.4513 Eh
E_LUMO ... 2.2 eV
Orbital gap ... 8.55 eV
Total charge ... -1
Maximum force ... 2.49 eV/A

Formula: C2H8IN2
Source: OMol25
Level of theory: ωB97M-V/def2-TZVPD

Last column: natural (NBO) charge in e.
Element x y z (Å)
C1 0.183 0.727 1.347  -0.78
C2 0.130 0.778 -0.126  0.38
N1 0.088 -1.479 -0.535  -1.04
N2 -0.955 0.877 -0.844  -0.73
I1 2.053 0.689 -1.141  0.29
H1 0.596 1.647 1.780  0.30
H2 1.029 0.057 1.595  0.28
H3 -0.702 0.447 1.981  0.27
H4 -0.717 -1.713 -1.129  0.38
H5 0.895 -1.718 -1.111  0.39
H6 -0.943 1.014 -1.863  0.45
H7 0.087 -1.976 0.331  0.39
H8 -1.744 0.649 -0.285  0.42

Calculated total energy ... -487.9167 Eh
E_LUMO ... -4.4 eV
Orbital gap ... 9.60 eV
Total charge ... +1
Energy relative to the best compared isomer or geometry (same formula, charge and spin) ... 29.01 kcal per mole
Maximum force ... 1.98 eV/A

Formula: C2H8IN2
Source: OMol25
Level of theory: ωB97M-V/def2-TZVPD

Last column: natural (NBO) charge in e.
Element x y z (Å)
C1 0.767 1.263 0.124  -0.67
C2 0.760 -0.247 0.095  0.60
N1 1.505 -1.052 -0.673  -0.71
N2 -0.135 -0.780 0.931  -0.72
I1 -3.266 0.091 -0.647  -0.14
H1 0.816 1.545 1.084  0.26
H2 -0.012 1.505 -0.521  0.27
H3 1.696 1.621 -0.448  0.25
H4 1.320 -2.026 -0.450  0.42
H5 2.225 -0.695 -1.261  0.45
H6 -0.892 -0.192 1.178  0.45
H7 -4.686 0.762 -0.349  0.15
H8 -0.098 -1.795 0.937  0.41

Calculated total energy ... -487.9592 Eh
E_LUMO ... -3.6 eV
Orbital gap ... 9.86 eV
Total charge ... +1
Energy relative to the best compared isomer or geometry (same formula, charge and spin) ... 2.32 kcal per mole
Maximum force ... 6.52 eV/A

Formula: C2H8IN4
Source: OMol25
Level of theory: ωB97M-V/def2-TZVPD

Last column: natural (NBO) charge in e.
Element x y z (Å)
C1 -0.236 0.315 1.530  -0.75
C2 0.682 -0.788 1.149  0.32
N1 -0.294 1.488 -2.706  -0.01
N2 0.650 2.322 -2.757  -0.35
N3 1.020 -1.019 -0.113  -0.67
N4 -0.402 0.433 -1.987  -0.68
I1 2.152 1.645 -1.673  0.35
H1 0.066 1.211 2.091  0.31
H2 -0.800 0.790 0.639  0.26
H3 -0.884 -0.069 2.256  0.27
H4 1.063 -1.553 1.821  0.23
H5 -1.154 1.939 -3.150  0.42
H6 0.679 -0.333 -0.979  0.45
H7 1.856 -1.481 -0.317  0.42
H8 -1.216 -0.296 -1.991  0.42

Calculated total energy ... -597.3211 Eh
E_LUMO ... -4.5 eV
Orbital gap ... 8.55 eV
Total charge ... +1
Energy relative to the best compared isomer or geometry (same formula, charge and spin) ... 37.27 kcal per mole
Maximum force ... 4.24 eV/A

Please write out number 8 again, unchanged.
Formula: C2H8IN4
Source: OMol25
Level of theory: ωB97M-V/def2-TZVPD

Last column: natural (NBO) charge in e.
Element x y z (Å)
C1 -0.236 0.315 1.530  -0.75
C2 0.682 -0.788 1.149  0.32
N1 -0.294 1.488 -2.706  -0.01
N2 0.650 2.322 -2.757  -0.35
N3 1.020 -1.019 -0.113  -0.67
N4 -0.402 0.433 -1.987  -0.68
I1 2.152 1.645 -1.673  0.35
H1 0.066 1.211 2.091  0.31
H2 -0.800 0.790 0.639  0.26
H3 -0.884 -0.069 2.256  0.27
H4 1.063 -1.553 1.821  0.23
H5 -1.154 1.939 -3.150  0.42
H6 0.679 -0.333 -0.979  0.45
H7 1.856 -1.481 -0.317  0.42
H8 -1.216 -0.296 -1.991  0.42

Calculated total energy ... -597.3211 Eh
E_LUMO ... -4.5 eV
Orbital gap ... 8.55 eV
Total charge ... +1
Energy relative to the best compared isomer or geometry (same formula, charge and spin) ... 37.27 kcal per mole
Maximum force ... 4.24 eV/A

- Which value of calculated total energy does entry 8 give?
  -597.3211 Eh

- What is the calculated total energy in the sixth record?
  -487.9167 Eh